(1)
Computed, not measured: 7 unconnected molecules or ions with the total composition C32H69ClIN3O13S2 at a distorted geometry, with ωB97M-V/def2-TZVPD.

Output
LUMO = -0.718 eV
SMILES = [H]/N=C\C[C@@H](CNC)O[C@](Cl)(CCCOC(C)=O)[C@@H](I)O[C@H](CCCOC(C)=O)CCCSC(=S)N1CCOCC1.CO.CO.CO.CO.CO.CO
Total energy = -3957.12744 a.u.

Structure (ORCA input):
```
! wB97M-V def2-TZVPD RIJCOSX def2/J DEFGRID3
* xyz 0 1
H 5.4384 5.8682 -0.3935
H -7.0596 1.4221 0.5138
H -2.5839 1.2206 -1.9432
H -3.9735 -0.4853 -0.4688
H -5.0165 -3.7430 -3.6774
H 4.7724 0.7984 0.9919
H -2.3433 -2.7721 -6.6136
O -4.1851 6.7682 -1.1491
H -0.1160 -2.9415 3.8504
C -0.2385 2.8362 -2.5164
O -3.0972 2.0839 4.5608
C 0.7447 2.0675 -1.6703
H -2.1786 6.4943 -0.6811
C -2.8147 7.0849 -1.3480
C 2.4666 3.3068 -0.2129
H 7.0515 5.3049 0.0883
H 4.6222 -5.0743 3.6424
H -1.4794 -5.4716 -1.6906
H -6.4016 1.3686 3.0943
C 0.8063 -1.4200 2.9368
O -0.2794 -2.5377 -6.6996
H 0.4028 3.6771 -0.2055
C 0.0284 -2.5080 -1.3401
H -3.8070 1.4958 4.2793
H 6.6735 5.5701 -1.6343
H -0.5843 -4.0985 -0.0632
H -1.5600 3.0260 -0.7495
H 2.0301 4.6652 1.3365
H -1.3885 -4.1532 -6.0072
I 2.3371 -0.9019 -2.7977
H -1.4930 -2.6603 -5.0571
H -1.4320 -1.8125 5.1198
H 1.6744 2.0395 -2.2347
C -2.6989 2.1999 -2.3871
H -2.5782 2.1480 -3.4588
H -3.1511 -0.4336 1.6496
N -4.9731 1.2337 0.0963
H 3.8107 -2.4603 1.4392
C 5.7490 -0.0190 -4.7450
H 1.7656 -0.9375 3.0689
C -1.3875 -4.4385 -2.0014
O 5.7936 3.8933 -0.7780
H 6.5428 3.3409 -1.0300
C -4.2270 -0.5238 1.6347
H -6.7089 -0.0988 2.2201
H -6.0298 2.6350 1.2759
C -1.4435 -3.0670 -6.0648
C -4.7518 -0.2049 0.2301
H 5.8848 -0.4862 -3.7656
C 1.9143 -3.4564 2.1074
O 6.0196 1.3744 -4.6821
O -4.7426 0.3741 2.5922
H 4.7269 -0.1865 -5.0916
C -0.4466 -1.3618 5.0497
H -1.9672 2.4143 6.2266
C -2.7711 1.7562 5.9054
O 1.3251 -1.7621 0.5850
C -3.1423 -4.7624 -3.4936
H 0.2050 3.7953 -2.7574
S -4.3076 2.9334 -1.9691
H -4.8842 -5.3363 -4.4639
H 5.1433 1.3536 2.5873
C -6.0511 0.7702 2.2659
O 2.4991 0.7675 1.9915
H -4.5118 -1.5513 1.8556
H 1.9292 -4.1365 1.2542
H -2.6794 8.1393 -1.1217
C 0.8598 -2.3861 1.7736
H 6.1188 -6.8419 3.8229
O -2.4522 -5.4093 -4.2288
H 1.6034 -4.0541 2.9504
H -5.6433 -0.7989 0.0407
C 4.6536 1.6347 1.6646
N 0.4219 -2.1442 4.1604
H -1.8658 4.1236 -2.0475
H -0.6018 -4.3875 -2.7462
O -2.6320 -3.9633 -2.5390
H 6.4424 -0.4649 -5.4529
H 1.8235 0.1944 -0.4005
H -0.0750 -2.9258 1.6742
H 5.5579 -6.9922 5.5001
H 0.8569 2.0826 0.4722
C -1.5922 3.0952 -1.8284
O 2.6440 2.9597 2.2177
C 3.2889 -2.8917 2.2796
H 3.7401 4.3773 1.1401
C -1.0310 -3.5031 -0.8494
C 5.7204 -6.2950 4.6822
C -5.2544 1.6109 -1.2417
H -0.2417 -2.9025 -7.5866
C -6.0891 1.5950 0.9785
H -2.4336 0.7195 5.9837
H -3.6338 1.9038 6.5619
C -4.6307 -4.7494 -3.5991
H -4.2982 5.8352 -1.3507
H 2.5410 4.1265 -0.9246
H 0.9246 -3.0921 -1.4927
H 3.1865 2.5630 -0.5414
S -6.3917 0.8966 -2.1322
H -0.5467 -0.3271 4.7456
N 3.8691 -2.8643 3.4001
H -5.0785 -5.2096 -2.7262
H 3.2450 -3.2710 4.0959
C 2.7643 3.8966 1.1384
H -0.4316 2.3427 -3.4626
C 3.1861 1.7466 1.9523
H 5.3976 1.7700 -4.0615
H -1.9494 -3.0289 -0.5412
C 0.4094 -1.3935 -0.3753
H -0.0273 -1.3664 6.0508
C 1.1317 -0.2053 -1.1311
C 1.0170 2.7961 -0.3275
O 0.2281 0.7527 -1.4963
C 6.2742 5.2324 -0.6755
H 0.0978 -0.6192 2.7448
H -0.3370 -2.1023 -2.2734
O 4.4720 -5.6934 4.3640
H 5.0881 2.5241 1.2305
H -2.5198 6.9047 -2.3867
H 6.4443 -5.5388 4.9970
Cl -1.1224 -0.6873 0.3106
*
```

Here are the Löwdin charges for atoms 1 to 99, given in e: number 1, H, carries 0.075; number 2, H, carries 0.099; number 3, H, carries 0.072; number 4, H, carries 0.097; number 5, H, carries 0.088; number 6, H, carries 0.092; number 7, H, carries 0.081; number 8, O, carries -0.126; number 9, H, carries 0.086; number 10, C, carries -0.124; number 11, O, carries -0.124; number 12, C, carries -0.339; number 13, H, carries 0.071; number 14, C, carries -0.170; number 15, C, carries -0.169; number 16, H, carries 0.080; number 17, H, carries 0.035; number 18, H, carries 0.132; number 19, H, carries 0.125; number 20, C, carries -0.202; number 21, O, carries -0.126; number 22, H, carries 0.116; number 23, C, carries -0.244; number 24, H, carries 0.043; number 25, H, carries 0.079; number 26, H, carries 0.108; number 27, H, carries 0.110; number 28, H, carries 0.130; number 29, H, carries 0.066; number 30, I, carries 0.964; number 31, H, carries 0.071; number 32, H, carries 0.075; number 33, H, carries 0.112; number 34, C, carries -0.443; number 35, H, carries 0.076; number 36, H, carries 0.048; number 37, N, carries -0.189; number 38, H, carries 0.110; number 39, C, carries -0.182; number 40, H, carries 0.091; number 41, C, carries -0.157; number 42, O, carries -0.142; number 43, H, carries 0.083; number 44, C, carries -0.186; number 45, H, carries 0.125; number 46, H, carries 0.125; number 47, C, carries -0.154; number 48, C, carries -0.197; number 49, H, carries 0.067; number 50, C, carries -0.115; number 51, O, carries -0.130; number 52, O, carries -0.138; number 53, H, carries 0.049; number 54, C, carries -0.114; number 55, H, carries 0.079; number 56, C, carries -0.160; number 57, O, carries -0.092; number 58, C, carries -0.555; number 59, H, carries 0.122; number 60, S, carries 0.878; number 61, H, carries 0.085; number 62, H, carries 0.099; number 63, C, carries -0.181; number 64, O, carries 0.113; number 65, H, carries 0.126; number 66, H, carries 0.120; number 67, H, carries 0.076; number 68, C, carries -0.338; number 69, H, carries 0.074; number 70, O, carries 0.102; number 71, H, carries 0.113; number 72, H, carries 0.102; number 73, C, carries 0.038; number 74, N, carries -0.088; number 75, H, carries 0.081; number 76, H, carries 0.124; number 77, O, carries -0.003; number 78, H, carries 0.078; number 79, H, carries 0.079; number 80, H, carries 0.126; number 81, H, carries 0.075; number 82, H, carries 0.116; number 83, C, carries -0.255; number 84, O, carries 0.011; number 85, C, carries -0.229; number 86, H, carries 0.111; number 87, C, carries -0.166; number 88, C, carries -0.161; number 89, C, carries -1.093; number 90, H, carries 0.069; number 91, C, carries -0.158; number 92, H, carries 0.059; number 93, H, carries 0.075; number 94, C, carries 0.031; number 95, H, carries 0.024; number 96, H, carries 0.127; number 97, H, carries 0.089; number 98, H, carries 0.110; number 99, S, carries 0.758

---

(2)
Computed, not measured: 6 unconnected molecules or ions with the total composition C32H70BrN4O5 at a distorted geometry, with ωB97M-V/def2-TZVPD.

Output
LUMO = -3.970 eV
Total energy = -4429.79207 a.u.

Structure (ORCA input):
```
! wB97M-V def2-TZVPD RIJCOSX def2/J DEFGRID3
* xyz 1 1
C -0.1694 7.1017 -2.4747
H 0.4581 -6.0835 -2.4727
H -1.3895 2.0281 -0.8265
H 0.8725 7.2905 -2.2059
H -1.3416 9.4783 0.1792
C 7.9212 -4.8984 -1.0327
H -0.7442 8.0051 -2.2482
C -1.8312 10.3736 2.0589
H 3.0284 0.2602 -1.3585
H -2.4881 11.1315 1.6197
H -2.7376 6.4673 3.9155
H 5.1983 -7.6110 -1.9780
C -4.3488 -3.7573 -2.1584
H -3.6696 -4.6257 0.1458
H 0.4787 -1.3831 -3.4167
H 1.0935 4.1219 0.3851
C 0.9732 -2.2393 -2.7908
N 1.1111 -0.4454 -0.4258
H -0.8382 10.8130 2.2129
H -1.1452 1.9542 2.8013
H 4.7082 -4.7765 -0.9138
H 3.1453 -1.2026 -0.1443
H 3.1024 -2.7173 -2.1276
H -2.0905 -7.4540 -1.4637
C -2.0397 0.3648 -2.2431
C -2.5543 6.9159 2.9340
H 1.1463 -3.1932 -3.4769
H -3.7514 2.0120 5.4761
C -1.3140 2.9916 4.6875
H -3.3611 7.6245 2.7329
H 0.1466 -7.7983 -2.6453
C -1.1572 0.8603 -0.9114
H -4.6695 -4.7238 -2.7794
H -3.7847 3.0182 6.9092
C 1.3185 4.6354 -1.7040
H 6.3128 -4.0977 -2.2487
C -1.7392 9.1599 1.1479
H -1.5972 -0.7001 -2.5137
C 0.1911 -9.5500 -0.5917
H -2.6125 6.1297 2.1732
H 0.6456 -8.1887 0.9957
H -0.5736 2.3659 5.1970
C 7.0716 -4.8842 -2.2934
H -1.9215 1.1073 -3.1507
H -4.6202 -1.8449 -3.8224
H 0.5357 -3.5621 -1.2832
C 0.0622 -8.1878 0.0683
N -0.4380 -2.0561 0.7123
H 6.1251 -6.8892 -0.6759
C -3.1139 2.4842 6.2291
C -1.1898 7.5829 2.9043
C -4.3339 -2.2253 -2.7461
H -1.0127 -2.9450 0.7081
H -3.9096 0.7647 -0.8296
C 2.4760 -0.7382 -1.0169
H 1.8712 5.3401 -2.3319
H 0.9411 1.7087 -0.6323
C -1.9261 2.2635 3.5031
H -4.2805 0.5661 -2.7318
O -0.0718 4.6843 -2.0148
H -0.7741 3.8712 4.3199
H -0.2016 6.9279 -3.5559
H -1.1030 8.3416 3.6891
C -3.5113 -2.1326 -0.3495
N -3.8145 -1.3482 -1.6087
H 1.2386 -9.7596 -0.8350
H -0.7569 6.0879 -0.6482
H -0.4241 6.8290 3.1179
H -3.0310 0.7358 7.4966
H -2.4744 1.3700 3.8104
H -1.7412 1.9261 7.8047
Br -0.3967 -1.0937 2.3263
O 6.4625 -6.1404 -2.5818
H -2.2303 10.1164 3.0419
C 0.4633 0.7305 -1.1223
H 3.7254 -6.2061 -0.5723
H 2.6935 4.7793 -0.0429
C 2.4663 -1.7313 -2.3219
C -3.6429 0.1577 -1.8196
H 8.7059 -5.6608 -1.1084
H -1.6587 0.8722 6.3931
C -0.7431 5.9093 -1.7285
H 3.8249 -5.5559 -2.2253
C -2.3419 1.4435 7.0243
H -2.6320 2.9153 2.9766
C 1.6181 4.8624 -0.2308
N 0.1032 -2.6509 -1.6240
H 8.3918 -3.9219 -0.8787
H 2.9591 -1.2346 -3.2842
O -0.8621 8.1481 1.6369
O -2.2801 3.4680 5.6217
H -1.7096 -5.7389 -1.3096
C 5.5741 -6.6565 -1.5932
C -1.5335 -6.6332 -1.9194
C -0.0455 -6.9341 -2.0030
H -2.7292 8.7389 0.9507
C 4.3926 -5.7454 -1.3076
H -0.3779 -9.6097 -1.5223
H 1.6671 3.6360 -1.9824
H 7.7140 -4.6440 -3.1462
H -1.5733 0.3810 0.0717
H 0.7447 0.8058 -2.2748
H -0.9745 -7.9842 0.3563
H -1.7868 5.7724 -2.0320
H 1.2971 5.8509 0.1030
H -3.0837 -1.6524 0.6370
C 0.2546 -1.6920 -0.4487
H -0.1762 -10.3339 0.0781
H -1.9454 -6.4648 -2.9198
H 7.3292 -5.1265 -0.1444
C -3.8072 -3.7321 -0.6000
O 0.5685 -7.1203 -0.7300
*
```

Here are the Löwdin charges for atoms 1 to 99, given in e: number 1, C, carries -0.071; number 2, H, carries 0.102; number 3, H, carries 0.130; number 4, H, carries 0.069; number 5, H, carries 0.113; number 6, C, carries -0.080; number 7, H, carries 0.076; number 8, C, carries -0.077; number 9, H, carries 0.149; number 10, H, carries 0.081; number 11, H, carries 0.078; number 12, H, carries 0.123; number 13, C, carries -0.074; number 14, H, carries 0.082; number 15, H, carries 0.120; number 16, H, carries 0.069; number 17, C, carries -0.190; number 18, N, carries -0.116; number 19, H, carries 0.086; number 20, H, carries 0.043; number 21, H, carries 0.055; number 22, H, carries 0.144; number 23, H, carries 0.113; number 24, H, carries 0.072; number 25, C, carries -0.157; number 26, C, carries -0.078; number 27, H, carries 0.148; number 28, H, carries 0.104; number 29, C, carries -0.272; number 30, H, carries 0.068; number 31, H, carries 0.110; number 32, C, carries -0.172; number 33, H, carries 0.092; number 34, H, carries 0.123; number 35, C, carries -0.282; number 36, H, carries 0.095; number 37, C, carries -0.281; number 38, H, carries 0.093; number 39, C, carries -0.075; number 40, H, carries 0.075; number 41, H, carries 0.120; number 42, H, carries 0.106; number 43, C, carries -0.278; number 44, H, carries 0.126; number 45, H, carries 0.117; number 46, H, carries 0.147; number 47, C, carries -0.276; number 48, N, carries -0.348; number 49, H, carries 0.108; number 50, C, carries -0.272; number 51, C, carries -0.274; number 52, C, carries -0.035; number 53, H, carries 0.112; number 54, H, carries 0.142; number 55, C, carries -0.157; number 56, H, carries 0.109; number 57, H, carries 0.133; number 58, C, carries -0.095; number 59, H, carries 0.136; number 60, O, carries -0.180; number 61, H, carries 0.116; number 62, H, carries 0.084; number 63, H, carries 0.109; number 64, C, carries -0.083; number 65, N, carries -0.189; number 66, H, carries 0.085; number 67, H, carries 0.099; number 68, H, carries 0.113; number 69, H, carries 0.081; number 70, H, carries 0.058; number 71, H, carries 0.087; number 72, Br, carries 0.821; number 73, O, carries -0.160; number 74, H, carries 0.066; number 75, C, carries -0.174; number 76, H, carries 0.075; number 77, H, carries 0.082; number 78, C, carries -0.145; number 79, C, carries -0.145; number 80, H, carries 0.087; number 81, H, carries 0.058; number 82, C, carries -0.271; number 83, H, carries 0.074; number 84, C, carries -0.079; number 85, H, carries 0.084; number 86, C, carries -0.075; number 87, N, carries 0.061; number 88, H, carries 0.079; number 89, H, carries 0.134; number 90, O, carries -0.179; number 91, O, carries -0.162; number 92, H, carries 0.051; number 93, C, carries -0.270; number 94, C, carries -0.080; number 95, C, carries -0.280; number 96, H, carries 0.105; number 97, C, carries -0.091; number 98, H, carries 0.068; number 99, H, carries 0.098